[1]
C38H52F4N10OP | ωB97M-V with the def2-TZVPD basis set

Results
HOMO = -0.1747 Ha
Charge = -1
Kohn-Sham gap = 6.7 eV

CARTESIAN COORDINATES (ANGSTROEM)
N: -6.51 0.43 3.16
P: -5.95 1.41 1.79
O: -5.54 2.42 0.40
C: -4.21 0.64 1.76
F: -3.17 1.65 2.18
F: -3.90 0.36 0.30
C: -4.06 -0.80 2.53
F: -4.94 -1.79 1.84
F: -2.63 -1.24 2.32
H: -6.68 1.05 4.01
H: -7.47 0.02 2.99
H: -5.43 2.42 2.69
H: -7.26 2.06 1.79
H: -6.49 0.39 0.90
H: -4.77 2.99 0.71
H: -4.21 -0.75 3.69
N: 0.77 0.56 1.10
C: -0.56 0.38 0.82
C: -0.66 -0.18 -0.44
C: 0.66 -0.35 -0.93
C: 1.52 0.12 0.04
H: 1.13 0.96 1.95
H: -1.32 0.66 1.53
H: -1.58 -0.45 -0.94
H: 0.95 -0.76 -1.88
H: 2.60 0.17 0.07
N: 1.96 2.43 -2.35
C: 1.89 3.70 -1.85
C: 2.00 4.58 -2.91
C: 2.14 3.80 -4.08
C: 2.12 2.48 -3.71
H: 1.92 1.58 -1.80
H: 1.76 3.87 -0.79
H: 1.98 5.66 -2.84
H: 2.25 4.17 -5.10
H: 2.19 1.57 -4.29
N: 3.81 -0.89 -5.05
C: 4.56 -0.78 -3.90
C: 5.62 -1.65 -4.01
C: 5.51 -2.30 -5.26
C: 4.39 -1.80 -5.88
H: 2.96 -0.36 -5.24
H: 4.27 -0.10 -3.11
H: 6.39 -1.81 -3.26
H: 6.18 -3.05 -5.67
H: 3.95 -2.03 -6.85
N: 3.53 -2.06 1.88
C: 4.27 -1.96 3.02
C: 5.34 -2.83 2.92
C: 5.23 -3.47 1.66
C: 4.10 -2.98 1.04
H: 2.68 -1.54 1.68
H: 3.99 -1.27 3.81
H: 6.10 -2.98 3.66
H: 5.90 -4.22 1.26
H: 3.67 -3.20 0.08
N: -6.62 -1.14 5.95
C: -7.86 -1.58 5.57
C: -8.50 -2.06 6.69
C: -7.62 -1.90 7.78
C: -6.47 -1.32 7.30
H: -5.92 -0.74 5.34
H: -8.17 -1.52 4.54
H: -9.50 -2.48 6.71
H: -7.81 -2.17 8.81
H: -5.55 -1.03 7.80
N: -1.04 8.50 -5.39
C: -1.36 7.20 -5.13
C: -0.19 6.47 -5.08
C: 0.87 7.37 -5.32
C: 0.32 8.62 -5.51
H: -1.71 9.26 -5.49
H: -2.40 6.89 -5.00
H: -0.12 5.41 -4.90
H: 1.93 7.14 -5.36
H: 0.77 9.58 -5.71
N: 3.51 -6.00 3.42
C: 2.15 -6.10 3.29
C: 1.80 -7.42 3.43
C: 2.99 -8.15 3.67
C: 4.03 -7.25 3.66
H: 4.05 -5.15 3.36
H: 1.55 -5.21 3.10
H: 0.79 -7.81 3.37
H: 3.08 -9.22 3.83
H: 5.09 -7.39 3.81
N: -4.11 8.34 -3.07
C: -5.40 8.47 -3.51
C: -6.23 8.37 -2.42
C: -5.41 8.18 -1.28
C: -4.10 8.17 -1.71
H: -3.28 8.37 -3.66
H: -5.61 8.62 -4.56
H: -7.31 8.43 -2.44
H: -5.74 8.07 -0.26
H: -3.17 8.06 -1.17
N: 6.10 -7.66 0.84
C: 6.83 -8.78 0.51
C: 7.16 -8.68 -0.82
C: 6.63 -7.46 -1.31
C: 5.98 -6.85 -0.26
H: 5.71 -7.47 1.76
H: 7.04 -9.54 1.24
H: 7.74 -9.40 -1.39
H: 6.71 -7.07 -2.31
H: 5.44 -5.92 -0.20

Mulliken atomic charge list, values in e, 99 entries: -0.397 -0.039 -0.540 0.309 -0.351 -0.299 0.423 -0.263 -0.309 0.280 0.226 -0.195 0.106 -0.112 0.273 -0.056 0.068 -0.720 -0.287 -0.498 -1.203 0.233 0.478 0.548 0.595 0.764 0.191 -0.325 -0.691 -0.385 -0.499 0.245 0.413 0.393 0.443 0.168 0.122 -0.294 -0.563 -0.409 -0.545 0.190 0.350 0.401 0.385 0.368 0.197 -0.471 -0.783 -0.468 -0.334 0.220 0.389 0.387 0.429 0.464 0.121 -0.311 -0.549 -0.441 -0.507 0.248 0.304 0.380 0.373 0.348 0.026 -0.959 -0.082 -0.210 -0.773 0.221 0.490 0.473 0.416 0.379 0.158 -0.377 -0.615 -0.530 -0.775 0.236 0.426 0.398 0.397 0.704 0.079 -0.250 -0.573 -0.523 -0.410 0.250 0.338 0.374 0.372 0.367 0.145 -0.375 -0.526

=====

[2]
C38H52HfN2O2P2 | ωB97M-V with the def2-TZVPD basis set

Results
HOMO (spin up / spin down) = -0.4140 / -0.4147 Ha
Energy relative to the best compared isomer or geometry (same formula, charge and spin) = 86.0 kcal/mol
Charge = +2
Kohn-Sham gap (spin up / spin down) = 4.0 / 4.1 eV

CARTESIAN COORDINATES (ANGSTROEM)
Hf: 0.96 0.94 0.06
C: 0.35 -1.26 2.04
C: 1.66 -0.69 1.76
C: 0.40 0.79 3.08
C: -0.35 -0.39 2.88
C: 1.64 0.67 2.35
C: -0.14 -2.61 1.68
H: 0.67 -3.33 1.53
H: -0.77 -2.58 0.78
H: -0.78 -3.02 2.47
C: -1.66 -0.67 3.54
H: -2.08 -1.62 3.22
H: -2.38 0.11 3.30
H: -1.56 -0.70 4.63
C: 0.05 1.85 4.04
H: 0.95 2.38 4.39
H: -0.49 1.47 4.92
H: -0.60 2.60 3.57
C: 2.87 1.50 2.63
H: 2.76 2.00 3.60
H: 3.04 2.28 1.88
H: 3.78 0.89 2.69
C: 2.92 -1.51 1.83
H: 3.37 -1.44 2.84
H: 3.69 -1.20 1.12
H: 2.70 -2.58 1.66
C: -0.12 -3.43 -2.56
C: 0.16 -4.25 -1.53
C: 1.51 -4.63 -0.92
C: 2.73 -4.54 -1.86
C: 3.08 -3.11 -2.26
C: 2.46 -2.03 -1.58
C: 1.02 -1.62 -1.33
C: 0.01 -1.95 -2.42
H: 1.44 -5.62 -0.43
H: 2.67 -5.22 -2.72
H: 1.65 -3.89 -0.14
H: 0.26 -1.42 -3.34
H: -0.66 -3.72 -3.49
H: -0.65 -4.78 -0.95
H: -0.92 -1.45 -2.06
H: 0.61 -2.05 -0.42
H: 3.12 -1.57 -0.83
H: 0.89 -0.44 -1.25
H: 3.59 -4.87 -1.26
H: 4.17 -2.96 -2.35
P: 2.71 -1.57 -3.53
C: 1.65 -2.46 -4.79
C: 4.22 -1.83 -4.61
P: 2.72 0.82 -1.46
C: 2.63 0.23 -3.25
C: 4.52 0.69 -1.13
C: 2.25 2.53 -1.54
H: 0.72 -1.94 -5.05
H: 1.41 -3.47 -4.44
H: 2.20 -2.58 -5.74
H: 4.01 -1.52 -5.66
H: 4.49 -2.90 -4.69
H: 5.14 -1.29 -4.33
H: 2.31 2.71 -2.62
H: 2.96 3.16 -1.00
H: 1.21 2.69 -1.18
H: 1.64 0.53 -3.63
H: 3.37 0.79 -3.85
H: 4.78 1.47 -0.38
H: 5.09 0.86 -2.06
H: 4.78 -0.30 -0.71
O: -2.51 -1.41 -0.62
C: -2.43 -0.21 -0.41
N: -3.48 0.69 -0.30
C: -3.08 1.85 0.49
C: -1.58 1.70 0.36
O: -0.54 2.47 0.60
N: -1.25 0.53 -0.18
C: -3.66 3.14 -0.05
C: -2.86 4.24 -0.28
C: -3.43 5.43 -0.76
C: -4.80 5.49 -1.02
C: -5.61 4.38 -0.78
C: -5.04 3.20 -0.28
C: -3.58 1.67 1.94
C: -3.11 2.56 2.91
C: -3.61 2.46 4.22
C: -4.58 1.52 4.54
C: -5.07 0.66 3.56
C: -4.58 0.74 2.25
H: -4.43 0.39 -0.40
H: -1.80 4.18 -0.05
H: -2.79 6.29 -0.91
H: -5.23 6.40 -1.41
H: -6.69 4.42 -0.95
H: -5.69 2.35 -0.03
H: -2.40 3.32 2.61
H: -3.23 3.15 4.97
H: -4.97 1.46 5.55
H: -5.85 -0.07 3.78
H: -4.98 0.05 1.49

Let us look at the Mulliken charges, expressed in e, one per atom: 0.398 -0.346 2.359 0.530 0.752 0.624 -1.925 0.129 0.295 0.624 -1.472 0.401 0.287 0.419 -1.362 0.424 0.288 -0.071 -1.086 0.431 0.208 0.305 -2.050 0.413 0.217 0.495 -1.315 -0.346 0.727 -1.531 -1.897 1.243 1.716 -0.550 0.458 0.275 -0.840 0.338 0.555 0.378 0.265 0.313 -0.011 -1.824 0.494 0.569 0.754 -1.322 -1.541 1.815 -1.631 -1.267 -1.261 0.496 0.297 0.518 0.509 0.479 0.355 0.633 0.461 0.536 0.607 0.800 0.540 0.471 0.332 -0.628 -0.291 -0.072 1.989 -0.205 -0.971 -0.012 -0.368 -0.245 -1.033 -0.500 -0.949 -0.171 -0.518 0.152 -0.955 -0.623 -0.998 0.416 0.428 0.483 0.453 0.421 0.417 0.370 0.838 0.506 0.427 0.450 0.304

=====

Number 1: electronic energy -77353.062 eV. Number 2: electronic energy -67187.116 eV.